# 1
C16H48AlO8S8 as an isolated structure. Source: OMol25; level of theory: ωB97M-V/def2-TZVPD.

Geometry as ORCA input:
```
! wB97M-V def2-TZVPD RIJCOSX def2/J DEFGRID3
* xyz 3 1
Al 0.864 0.921 0.522
C -1.952 -4.899 4.403
S -1.163 -3.275 4.727
O -0.724 -2.638 3.376
C -2.611 -2.342 5.374
H -2.806 -4.862 3.726
H -2.174 -5.320 5.383
H -1.133 -5.447 3.936
H -3.319 -2.102 4.580
H -2.268 -1.337 5.618
H -3.114 -2.709 6.268
C -1.830 -4.966 -0.905
S -2.657 -3.485 -1.548
O -1.550 -2.484 -1.551
C -2.820 -4.122 -3.304
H -1.183 -5.402 -1.667
H -2.531 -5.693 -0.495
H -1.197 -4.617 -0.089
H -3.451 -3.352 -3.748
H -3.407 -5.015 -3.519
H -1.905 -4.166 -3.895
C -4.434 1.693 -4.507
S -2.720 2.498 -4.515
O -1.929 1.896 -3.337
C -2.049 1.581 -5.971
H -4.848 1.692 -5.515
H -5.086 2.253 -3.836
H -4.311 0.649 -4.220
H -0.997 1.784 -6.167
H -2.595 1.666 -6.911
H -1.937 0.558 -5.612
C 7.829 -0.575 -0.360
S 7.069 1.092 -0.124
O 5.589 0.745 -0.135
C 7.701 1.293 1.499
H 8.910 -0.641 -0.234
H 7.619 -0.887 -1.384
H 7.461 -1.334 0.331
H 6.855 0.895 2.058
H 7.828 2.367 1.632
H 8.594 0.771 1.843
C -5.495 1.954 3.355
S -4.872 1.773 1.632
O -3.653 0.849 1.790
C -6.064 0.479 1.045
H -5.110 2.867 3.810
H -5.527 1.142 4.082
H -6.502 2.270 3.082
H -7.073 0.890 1.089
H -6.085 -0.363 1.736
H -5.852 0.100 0.045
C -2.674 7.332 1.131
S -1.425 6.606 -0.120
O -1.564 5.110 -0.206
C -2.264 7.088 -1.634
H -2.015 7.413 1.996
H -3.508 6.702 1.438
H -2.869 8.343 0.771
H -2.468 8.156 -1.706
H -3.162 6.471 -1.641
H -1.571 6.894 -2.454
C 3.112 -0.128 -6.316
S 3.103 -0.893 -4.621
O 2.164 -0.094 -3.754
C 2.112 -2.463 -4.916
H 4.133 -0.144 -6.697
H 2.697 0.866 -6.485
H 2.613 -0.863 -6.946
H 1.732 -2.894 -3.989
H 2.654 -3.314 -5.330
H 1.218 -2.229 -5.494
C 4.858 -0.332 6.305
S 4.314 -1.538 5.012
O 4.116 -0.765 3.699
C 5.940 -2.327 4.720
H 3.937 0.231 6.456
H 5.563 0.421 5.956
H 5.168 -0.730 7.271
H 6.036 -2.906 3.801
H 5.895 -3.032 5.551
H 6.768 -1.624 4.803
*
```

Summary:
- HOMO (eV) = -14.4
- maximum force (hartree/bohr) = 0.08217
- E_LUMO (eV) = -12.8
- electronic energy (hartree) = -4666.78040
- energy relative to the best compared isomer or geometry (same formula, charge and spin) (kcal per mole) = 107.0

Atom charges from the Löwdin analysis, given in e for atoms 1 to 5: 0.9696 -0.2271 0.9109 -0.5343 -0.2392

=====

# 2
A 5-piece molecular cluster, C16H48BN5O17P5S overall. Source: OMol25; level of theory: ωB97M-V/def2-TZVPD.

Geometry as ORCA input:
```
! wB97M-V def2-TZVPD RIJCOSX def2/J DEFGRID3
* xyz 1 1
C 1.820 -3.370 4.078
N 1.705 -2.509 2.891
C 1.798 -3.214 1.595
B 0.544 -1.663 2.989
O 0.531 -0.388 3.422
C -0.913 -2.246 2.595
N -1.533 -1.862 1.475
C -2.654 -2.580 1.404
N -3.573 -2.561 0.419
N -2.781 -3.390 2.488
P -4.030 -4.522 2.986
S -3.713 -6.335 2.543
N -1.638 -3.185 3.209
H 2.313 -4.303 3.818
H 2.402 -2.878 4.855
H 0.853 -3.631 4.542
H 0.963 -2.997 0.923
H 1.859 -4.295 1.723
H 2.699 -2.896 1.072
H 1.252 0.157 3.090
H -3.884 -3.421 0.004
H -3.891 -1.686 0.034
H -4.023 -4.192 4.347
H -5.120 -3.848 2.430
H -1.421 -3.701 4.049
C -7.313 3.081 -2.107
O -5.884 3.257 -2.187
P -4.960 2.157 -1.551
O -5.201 0.760 -1.921
O -5.088 2.321 0.029
C -5.014 3.632 0.614
O -3.561 2.770 -1.944
C -2.362 2.102 -1.524
H -7.751 4.074 -2.100
H -7.656 2.528 -2.979
H -7.594 2.549 -1.198
H -6.018 3.964 0.871
H -4.557 4.348 -0.068
H -4.414 3.556 1.517
H -2.583 1.191 -0.969
H -1.794 2.784 -0.896
H -1.785 1.851 -2.410
C -8.173 -2.370 -8.436
O -7.847 -2.367 -7.036
P -6.762 -1.321 -6.550
O -6.966 0.076 -6.919
O -5.365 -1.850 -7.105
C -5.025 -3.235 -6.977
O -6.788 -1.673 -5.011
C -5.884 -0.945 -4.151
H -8.479 -3.382 -8.688
H -8.990 -1.676 -8.620
H -7.314 -2.086 -9.045
H -5.169 -3.731 -7.935
H -5.632 -3.729 -6.219
H -3.976 -3.292 -6.696
H -5.294 -0.223 -4.714
H -5.221 -1.664 -3.673
H -6.465 -0.426 -3.401
C 5.880 -0.547 -3.656
O 6.238 -0.650 -2.267
P 5.126 -0.310 -1.201
O 3.853 -1.019 -1.337
O 4.922 1.266 -1.250
C 6.067 2.133 -1.250
O 5.941 -0.577 0.124
C 5.251 -0.294 1.355
H 6.789 -0.301 -4.199
H 5.485 -1.500 -4.001
H 5.137 0.234 -3.817
H 6.238 2.497 -2.262
H 6.958 1.619 -0.891
H 5.845 2.970 -0.593
H 4.236 0.059 1.165
H 5.805 0.466 1.903
H 5.207 -1.207 1.945
C 4.424 2.820 5.214
O 5.478 3.703 4.809
P 6.879 3.051 4.466
O 6.885 1.956 3.497
O 7.491 2.568 5.849
C 7.470 3.438 6.990
O 7.650 4.367 4.072
C 9.039 4.256 3.706
H 3.768 3.386 5.870
H 3.873 2.485 4.336
H 4.814 1.953 5.749
H 6.672 3.126 7.663
H 7.317 4.477 6.700
H 8.428 3.339 7.495
H 9.378 3.222 3.732
H 9.622 4.853 4.403
H 9.154 4.648 2.699
*
```

Summary:
- HOMO (eV) = -11.7
- maximum force (hartree/bohr) = 0.01751
- E_LUMO (eV) = -3.3
- electronic energy (hartree) = -4321.31222
- energy relative to the best compared isomer or geometry (same formula, charge and spin) (kcal per mole) = 0.0

Atom charges from the Löwdin analysis, given in e for atoms 1 to 5: -0.0504 -0.1006 -0.0409 -0.5236 0.2188

=====

# 3
A 9-piece molecular cluster, C16H48ClO12S8 overall. Source: OMol25; level of theory: ωB97M-V/def2-TZVPD.

Geometry as ORCA input:
```
! wB97M-V def2-TZVPD RIJCOSX def2/J DEFGRID3
* xyz -1 1
Cl -0.617 -0.502 0.176
O -1.800 0.048 -0.438
O 0.232 -1.135 -0.811
O 0.120 0.577 0.812
O -0.980 -1.489 1.169
C 0.897 4.368 -2.533
S 1.687 2.943 -3.339
O 3.040 2.877 -2.724
C 0.733 1.600 -2.581
H 1.691 5.107 -2.551
H 0.610 4.137 -1.504
H -0.034 4.639 -3.029
H 0.050 1.140 -3.298
H 0.180 1.885 -1.694
H 1.526 0.869 -2.436
C -2.668 2.845 0.853
S -3.774 3.000 -0.568
O -5.004 3.715 -0.122
C -2.760 4.222 -1.395
H -2.842 3.721 1.486
H -1.630 2.748 0.552
H -2.973 1.987 1.449
H -1.860 3.650 -1.674
H -2.524 5.106 -0.811
H -3.143 4.503 -2.380
C -2.259 0.174 4.085
S -2.404 -0.494 5.754
O -1.510 -1.678 5.847
C -1.574 0.867 6.592
H -3.055 0.947 4.074
H -2.543 -0.559 3.341
H -1.337 0.714 3.892
H -1.618 0.584 7.642
H -2.129 1.786 6.418
H -0.550 0.916 6.221
C 3.822 -0.558 4.493
S 2.158 -1.039 5.051
O 1.731 -0.001 6.033
C 1.347 -0.798 3.446
H 3.980 -1.074 3.547
H 4.511 -1.040 5.185
H 3.882 0.520 4.438
H 1.342 0.263 3.185
H 0.295 -1.024 3.623
H 1.753 -1.422 2.661
C 0.529 -4.511 1.579
S 1.424 -5.735 2.499
O 2.572 -5.047 3.149
C 0.158 -5.968 3.755
H 1.016 -4.186 0.666
H 0.294 -3.618 2.167
H -0.461 -4.927 1.348
H -0.680 -6.591 3.430
H -0.211 -5.013 4.130
H 0.598 -6.519 4.588
C -3.868 -0.175 -3.531
S -2.730 0.144 -4.898
O -2.106 -1.158 -5.276
C -4.013 0.369 -6.162
H -4.643 -0.882 -3.832
H -4.418 0.731 -3.268
H -3.245 -0.537 -2.717
H -4.958 0.691 -5.709
H -4.230 -0.627 -6.545
H -3.730 1.100 -6.908
C 1.123 -3.262 -6.035
S 2.002 -3.075 -4.469
O 3.381 -2.598 -4.768
C 1.035 -1.682 -3.869
H 0.138 -3.660 -5.798
H 1.676 -3.921 -6.692
H 1.045 -2.263 -6.463
H 1.579 -1.393 -2.971
H 0.068 -2.072 -3.559
H 0.955 -0.871 -4.588
C 4.142 0.821 -0.559
S 3.540 1.171 1.111
O 4.821 1.494 1.825
C 2.713 2.737 0.752
H 3.289 0.871 -1.227
H 4.695 -0.110 -0.574
H 4.831 1.621 -0.837
H 1.683 2.531 0.461
H 3.296 3.203 -0.038
H 2.690 3.273 1.696
*
```

Summary:
- HOMO (eV) = -6.1
- maximum force (hartree/bohr) = 0.03408
- E_LUMO (eV) = 1.7
- electronic energy (hartree) = -5186.56949
- energy relative to the best compared isomer or geometry (same formula, charge and spin) (kcal per mole) = 0.0

Atom charges from the Löwdin analysis, given in e for atoms 1 to 5: 0.6400 -0.3768 -0.3626 -0.3921 -0.3590

=====

# 4
A 6-piece molecular cluster, C16H48N4O6 overall. Source: OMol25; level of theory: ωB97M-V/def2-TZVPD.

Geometry as ORCA input:
```
! wB97M-V def2-TZVPD RIJCOSX def2/J DEFGRID3
* xyz -1 2
O 16.002 2.852 -6.771
H 16.763 3.355 -6.471
H 15.503 2.591 -5.993
H 15.398 3.513 -7.119
O 14.388 4.800 -7.256
H 13.948 5.495 -7.784
C 19.593 5.874 -5.165
C 18.669 4.937 -5.995
C 19.320 3.553 -6.199
O 18.455 2.755 -6.929
C 19.109 1.542 -7.304
N 17.381 4.858 -5.438
H 19.183 6.872 -5.005
H 20.601 5.980 -5.566
H 19.698 5.520 -4.139
H 18.598 5.454 -6.953
H 19.441 3.133 -5.200
H 20.280 3.698 -6.695
H 19.443 1.085 -6.372
H 19.958 1.679 -7.974
H 18.494 0.825 -7.847
H 17.516 4.881 -4.437
H 16.911 5.715 -5.693
C 15.646 -0.349 -4.705
C 14.533 0.547 -4.361
C 13.935 0.293 -2.933
O 14.932 0.439 -1.969
C 14.445 0.072 -0.660
N 14.963 1.950 -4.608
H 15.475 -1.353 -4.317
H 16.590 -0.002 -4.286
H 15.822 -0.452 -5.776
H 13.770 0.491 -5.138
H 13.493 -0.696 -2.810
H 13.122 1.000 -2.770
H 15.117 0.499 0.084
H 14.438 -0.988 -0.406
H 13.452 0.415 -0.367
H 15.547 2.271 -3.849
H 14.108 2.481 -4.525
C 10.621 4.973 -5.167
C 11.642 3.822 -5.161
C 11.692 2.902 -6.386
O 10.473 2.228 -6.547
C 10.436 1.394 -7.738
N 12.927 4.393 -4.731
H 10.682 5.445 -6.148
H 10.743 5.678 -4.345
H 9.596 4.601 -5.176
H 11.326 3.164 -4.351
H 12.513 2.185 -6.368
H 11.852 3.556 -7.243
H 9.397 1.079 -7.645
H 11.254 0.674 -7.742
H 10.686 1.965 -8.632
H 13.469 4.468 -5.580
H 12.637 5.357 -4.649
C 15.699 2.479 -9.781
C 14.214 2.732 -10.096
C 13.619 1.655 -11.046
O 14.102 1.851 -12.379
C 13.250 2.693 -13.133
N 13.564 2.672 -8.827
H 15.961 1.534 -9.305
H 16.115 3.290 -9.183
H 16.289 2.505 -10.697
H 14.043 3.714 -10.539
H 12.530 1.709 -11.065
H 13.872 0.684 -10.619
H 13.260 2.586 -14.218
H 13.673 3.694 -13.046
H 12.219 2.764 -12.786
H 13.786 3.465 -8.242
H 12.573 2.762 -9.001
*
```

Summary:
- HOMO (alpha / beta) (eV) = 0.9 / -5.9
- maximum force (hartree/bohr) = 0.06149
- E_LUMO (alpha / beta) (eV) = 2.6 / 2.6
- electronic energy (hartree) = -1308.65499
- energy relative to the best compared isomer or geometry (same formula, charge and spin) (kcal per mole) = 31.2

Atom charges from the Löwdin analysis, given in e for atoms 1 to 5: 0.1545 0.0614 0.0301 0.0119 -0.4236

=====

# 5
A 7-piece molecular cluster, C16H48N6O7 overall. Source: OMol25; level of theory: ωB97M-V/def2-TZVPD.

Geometry as ORCA input:
```
! wB97M-V def2-TZVPD RIJCOSX def2/J DEFGRID3
* xyz 0 1
C -27.315 -9.877 -4.246
O -26.100 -9.897 -4.946
C -25.075 -10.572 -4.261
C -23.750 -10.486 -5.062
C -23.284 -9.062 -5.379
N -23.920 -11.165 -6.357
H -28.094 -9.313 -4.770
H -27.219 -9.473 -3.238
H -27.863 -10.830 -4.261
H -24.885 -10.124 -3.277
H -25.285 -11.642 -4.182
H -22.940 -11.028 -4.570
H -23.245 -8.409 -4.503
H -23.816 -8.602 -6.208
H -22.229 -9.113 -5.662
H -24.209 -12.137 -6.277
H -24.748 -10.748 -6.786
C -21.583 -5.417 -3.430
O -22.222 -4.347 -4.057
C -22.568 -4.512 -5.428
C -23.650 -3.479 -5.722
C -24.963 -3.785 -5.065
N -23.740 -3.349 -7.207
H -21.359 -5.119 -2.400
H -20.656 -5.753 -3.905
H -22.305 -6.228 -3.248
H -21.645 -4.270 -5.963
H -22.959 -5.492 -5.722
H -23.265 -2.476 -5.501
H -24.935 -3.663 -3.981
H -25.327 -4.795 -5.283
H -25.818 -3.171 -5.370
H -24.525 -2.808 -7.540
H -22.891 -2.902 -7.524
N -28.283 -0.850 -3.299
C -28.654 -2.058 -3.823
N -28.578 -3.139 -3.021
O -29.065 -2.141 -4.985
H -28.198 -0.180 -4.047
H -27.910 -0.721 -2.382
H -28.255 -3.122 -2.071
H -29.118 -3.962 -3.268
N -24.273 -6.401 2.912
C -25.278 -5.593 2.489
N -25.725 -5.812 1.226
O -25.652 -4.595 3.123
H -23.942 -6.289 3.852
H -24.070 -7.247 2.410
H -25.420 -6.635 0.739
H -26.464 -5.252 0.853
C -25.360 -6.882 -2.993
C -26.393 -6.038 -2.288
O -27.464 -6.860 -1.835
H -25.184 -7.892 -2.625
H -24.408 -6.348 -3.042
H -25.633 -7.099 -4.033
H -26.801 -5.185 -2.845
H -25.963 -5.518 -1.427
H -27.797 -7.386 -2.568
C -29.011 -5.667 -5.416
C -30.501 -5.516 -5.129
O -30.704 -4.976 -3.820
H -28.742 -6.319 -6.242
H -28.471 -6.000 -4.520
H -28.582 -4.670 -5.570
H -30.902 -6.534 -5.157
H -30.929 -4.832 -5.860
H -31.459 -4.385 -3.875
C -21.755 -8.201 -0.493
C -22.897 -9.174 -0.774
O -23.602 -9.341 0.449
H -22.077 -7.212 -0.171
H -21.173 -7.970 -1.394
H -21.043 -8.720 0.148
H -22.458 -10.077 -1.201
H -23.558 -8.726 -1.520
H -23.818 -10.262 0.610
*
```

Summary:
- HOMO (eV) = -9.0
- maximum force (hartree/bohr) = 0.05280
- E_LUMO (eV) = 0.4
- electronic energy (hartree) = -1493.60007
- energy relative to the best compared isomer or geometry (same formula, charge and spin) (kcal per mole) = 21.3

Atom charges from the Löwdin analysis, given in e for atoms 1 to 5: -0.1158 -0.1799 -0.2114 -0.4089 -0.0625

=====

# 6
A 8-piece molecular cluster, C16H48O8 overall. Source: OMol25; level of theory: ωB97M-V/def2-TZVPD.

Geometry as ORCA input:
```
! wB97M-V def2-TZVPD RIJCOSX def2/J DEFGRID3
* xyz 0 1
C -2.776 -2.019 19.867
C -3.401 -2.096 18.490
O -4.459 -3.073 18.451
H -3.350 -1.547 20.665
H -1.985 -1.257 19.792
H -2.388 -2.986 20.179
H -2.662 -2.409 17.757
H -3.904 -1.169 18.207
H -5.322 -2.667 18.547
C -4.801 7.885 15.778
C -5.103 6.780 14.806
O -5.372 5.585 15.507
H -5.602 7.977 16.521
H -4.723 8.861 15.304
H -3.927 7.652 16.394
H -4.266 6.670 14.104
H -5.951 7.171 14.217
H -5.339 4.872 14.860
C -9.446 6.283 18.640
C -8.116 5.542 18.557
O -7.281 6.130 19.574
H -10.142 5.807 17.935
H -9.316 7.301 18.285
H -9.923 6.116 19.604
H -7.746 5.747 17.551
H -8.269 4.481 18.760
H -6.384 5.859 19.338
C -7.208 1.744 16.367
C -5.810 1.106 16.565
O -5.979 -0.039 17.404
H -7.691 0.943 15.811
H -6.963 2.588 15.707
H -7.733 2.121 17.235
H -5.127 1.804 17.046
H -5.442 0.795 15.587
H -6.224 -0.839 16.916
C -1.796 1.118 17.515
C -0.577 0.702 18.320
O -0.879 0.842 19.706
H -1.999 2.184 17.455
H -2.655 0.492 17.755
H -1.600 0.845 16.468
H 0.269 1.353 18.060
H -0.307 -0.340 18.115
H -0.197 0.394 20.216
C -11.450 2.034 16.840
C -11.782 0.768 16.035
O -11.050 0.736 14.830
H -12.018 2.207 17.757
H -11.553 2.890 16.172
H -10.434 1.975 17.243
H -12.870 0.721 15.937
H -11.543 -0.069 16.700
H -11.696 0.739 14.118
C -6.582 -0.221 21.969
C -6.182 -0.885 20.674
O -7.319 -1.207 19.891
H -5.759 0.025 22.634
H -7.245 -0.908 22.507
H -7.194 0.651 21.726
H -5.511 -1.715 20.907
H -5.621 -0.170 20.061
H -7.296 -0.749 19.048
C -5.814 -2.495 12.820
C -5.751 -1.389 13.872
O -6.235 -1.848 15.137
H -5.563 -2.044 11.860
H -6.770 -3.012 12.885
H -5.070 -3.268 13.031
H -6.376 -0.558 13.517
H -4.765 -0.957 14.036
H -7.166 -2.070 15.031
*
```

Summary:
- HOMO (eV) = -9.7
- maximum force (hartree/bohr) = 0.04819
- E_LUMO (eV) = 0.4
- electronic energy (hartree) = -1240.19105
- energy relative to the best compared isomer or geometry (same formula, charge and spin) (kcal per mole) = 73.4

Atom charges from the Löwdin analysis, given in e for atoms 1 to 5: -0.0744 -0.2967 -0.0898 0.0612 0.0477